C2H6NO2P | ωB97M-V/def2-TZVPD

```
! wB97M-V def2-TZVPD RIJCOSX def2/J DEFGRID3
* xyz 0 1
C 1.9447 -0.6257 0.0115
C -0.7850 -1.1544 -0.2815
N 1.8874 0.6200 0.1765
O 2.5392 -1.6351 0.1303
O 2.9338 1.5857 -0.2766
P -1.0706 0.4897 -0.0088
H -0.2920 -1.4207 -1.2481
H -0.3991 -1.7383 0.6864
H 0.8699 1.1411 -0.0274
H 2.8693 2.2597 0.3635
H -1.1945 0.5065 1.5028
H -2.4424 0.6488 -0.2675
*
```

As for the LUMO energy (alpha / beta): 0.0 / -0.7 eV. For the molar mass, the calculation gives 107.0 g mol⁻¹. As for the energy: -17038.4116 eV. The HOMO energy (alpha / beta) is -0.3067 / -0.2809 Eh. The energy relative to the best compared isomer or geometry (same formula, charge and spin) comes out at 169.63 kcal per mole. The HOMO-LUMO gap (alpha / beta) is 0.3066 / 0.2559 Eh. For the largest force on an atom, the calculation gives 0.095 hartree/bohr.